[1]
The following is a quantum chemistry calculation of a 3-piece molecular cluster, C4H14O2S overall at a distorted geometry, from the OMol25 dataset.

Calculated values
Charge = 0
Structure (SMILES) = CCCSC.O.O
Calculated total energy = -19304.9796 eV
HOMO energy = -8.5 eV
Kohn-Sham gap = 9.17 eV
2S+1 = 1
LUMO energy = 0.026 Eh

Positions of all 21 atoms, in Å:
1 C -1.8141 1.4895 0.8886
2 C -0.7737 0.6719 1.6658
3 C -0.2422 -0.5085 0.8653
4 S 0.6699 0.0237 -0.6489
5 C 0.9995 -1.6173 -1.2381
6 H -2.5572 0.8746 0.3973
7 H -2.2268 2.2776 1.5287
8 H -1.3579 2.1240 0.1147
9 H -1.1662 0.3564 2.6356
10 H 0.0852 1.3218 1.8746
11 H -0.9312 -1.2620 0.4866
12 H 0.4950 -1.0172 1.4758
13 H 0.1218 -2.1791 -1.5572
14 H 1.4707 -1.4611 -2.2161
15 H 1.7217 -2.2036 -0.6651
16 O 2.9121 -0.8786 1.5262
17 H 2.3798 -0.9743 2.3439
18 H 2.9556 0.0520 1.3124
19 O -2.3454 0.7282 -2.3475
20 H -3.1035 1.3042 -2.4477
21 H -1.6757 1.3027 -1.9861

Population analysis type Mulliken, resulting atomic charges in e: C -1.059; C -0.485; C -0.568; S -0.101; C -0.928; H 0.365; H 0.358; H 0.201; H 0.361; H 0.231; H 0.418; H 0.257; H 0.320; H 0.356; H 0.287; O -0.624; H 0.321; H 0.312; O -0.613; H 0.301; H 0.292


[2]
The following is a quantum chemistry calculation of an isolated ion of composition C4H9N2O and charge +1 at a distorted geometry, from the OMol25 dataset.

Calculated values
Charge = +1
Calculated total energy = -9305.8012 eV
HOMO energy (spin up / spin down) = -9.0 / -14.8 eV
Kohn-Sham gap (spin up / spin down) = 5.75 / 8.44 eV
2S+1 = 3
LUMO energy (spin up / spin down) = -0.118 / -0.233 Eh

Positions of all 16 atoms, in Å:
1 C 1.0308 0.2530 -0.0940
2 C -0.5396 0.0856 -0.8235
3 C 3.4341 -0.1683 0.1972
4 C -2.7265 0.4017 0.4706
5 N 2.0351 -0.3890 -0.1218
6 N -1.6787 -0.6228 0.0237
7 O 0.1600 1.1443 0.0884
8 H -0.6326 0.2897 -1.9561
9 H 3.9032 0.1714 -0.7683
10 H 3.8347 -1.2263 0.4148
11 H 3.4988 0.6899 0.8636
12 H -2.2477 1.1595 1.0495
13 H -3.0813 0.8749 -0.4332
14 H -3.5114 -0.2967 1.0227
15 H -2.1203 -1.1699 -0.6840
16 H -1.3587 -1.1970 0.7503

Population analysis type Mulliken, resulting atomic charges in e: C 0.442; C -0.396; C -0.669; C -0.769; N -0.191; N -0.181; O -0.274; H 0.404; H 0.301; H 0.255; H 0.325; H 0.342; H 0.345; H 0.345; H 0.352; H 0.370


[3]
The following is a quantum chemistry calculation of C32H52GaINO15 as an isolated structure at a distorted geometry, from the OMol25 dataset.

Calculated values
Charge = -1
Calculated total energy = -126706.9686 eV
HOMO energy = -4.8 eV
Kohn-Sham gap = 6.72 eV
2S+1 = 1
LUMO energy = 0.070 Eh

Positions of all 102 atoms, in Å:
1 C 1.5759 -4.9561 1.4407
2 C 2.2786 -5.0868 0.0413
3 C 1.5761 -4.2645 -1.1206
4 I -0.3919 -5.1062 -1.6461
5 Ga 1.5502 -2.2217 -0.8540
6 N 0.9335 -1.4640 -2.5600
7 C 3.5009 -1.5871 -0.6229
8 C 3.7595 -0.6659 0.5955
9 C 3.8770 0.7949 0.3124
10 C 4.1477 1.7267 1.4039
11 C 4.3304 1.3071 2.8017
12 C 4.2111 -0.1327 3.0790
13 C 3.9328 -1.0857 1.9839
14 C 3.8700 -2.5923 2.3827
15 C 0.2439 -1.5412 0.5716
16 C -0.8949 -2.3176 1.1266
17 C -1.8230 -1.8006 2.1306
18 C -1.7100 -0.4361 2.6394
19 C -0.5887 0.3678 2.1200
20 C 0.3631 -0.1615 1.1215
21 H 0.7122 -5.6633 1.5206
22 H 1.2721 -3.9015 1.6539
23 H 2.3133 -5.2358 2.2526
24 H 3.3576 -4.7669 0.0354
25 H 2.2620 -6.1762 -0.2715
26 H 2.2083 -4.4527 -2.0412
27 H 0.6685 -0.4803 -2.4321
28 H 1.7515 -1.4954 -3.1774
29 H 3.8174 -1.0408 -1.5489
30 H 4.1347 -2.5213 -0.5297
31 H 3.7589 1.1376 -0.7484
32 H 4.2487 2.8175 1.1793
33 H 4.5659 2.0565 3.5960
34 H 4.3654 -0.4734 4.1297
35 H 3.9073 -3.2521 1.4842
36 H 2.9374 -2.7270 2.9990
37 H 4.7192 -2.8965 3.0650
38 H -1.0721 -3.3720 0.7885
39 H -2.6449 -2.4536 2.5282
40 H -2.4483 -0.0599 3.3809
41 H -0.5158 1.4166 2.5083
42 H 1.1457 0.5547 0.7845
43 C -0.6385 -3.2064 -5.1479
44 O -0.1130 -3.5282 -6.4456
45 C -0.1133 -2.5129 -7.3080
46 O -0.5047 -1.3945 -7.0920
47 O 0.4017 -2.9535 -8.4702
48 C 0.4620 -1.9636 -9.4920
49 H -0.5864 -4.1071 -4.5389
50 H -0.0408 -2.4309 -4.6682
51 H -1.6824 -2.8969 -5.2220
52 H 1.1046 -1.1355 -9.1893
53 H -0.5377 -1.6034 -9.7396
54 H 0.8917 -2.4301 -10.3777
55 C -3.3673 5.1099 -1.4460
56 O -2.9733 3.9175 -2.1209
57 C -2.5336 2.9385 -1.3050
58 O -2.4542 3.0018 -0.1046
59 O -2.2017 1.8924 -2.0600
60 C -1.7111 0.7625 -1.3234
61 H -3.7016 5.8253 -2.1963
62 H -4.1965 4.9113 -0.7658
63 H -2.5248 5.5447 -0.9081
64 H -2.4729 0.3876 -0.6389
65 H -0.8032 1.0211 -0.7823
66 H -1.4743 -0.0233 -2.0397
67 C 0.2478 5.3600 -1.0041
68 O 0.5519 6.7496 -1.1571
69 C 1.5987 7.1660 -0.4382
70 O 2.2714 6.4878 0.2935
71 O 1.7700 8.4758 -0.6744
72 C 2.8622 9.0576 0.0335
73 H -0.6137 5.1362 -1.6293
74 H 1.0839 4.7438 -1.3365
75 H -0.0105 5.1344 0.0312
76 H 3.8032 8.5885 -0.2568
77 H 2.7094 8.9782 1.1107
78 H 2.9034 10.1124 -0.2342
79 C -8.1283 7.8032 1.3494
80 O -7.1288 8.4847 2.1059
81 C -5.8821 8.0461 1.8873
82 O -5.5657 7.1622 1.1347
83 O -5.0498 8.7623 2.6519
84 C -3.6751 8.3981 2.5190
85 H -9.0914 8.2407 1.6074
86 H -7.9606 7.9380 0.2801
87 H -8.1486 6.7431 1.6048
88 H -3.3318 8.5565 1.4959
89 H -3.5203 7.3615 2.8203
90 H -3.0988 9.0416 3.1817
91 C 1.4437 -10.1259 5.8633
92 O 1.2992 -9.2118 4.7795
93 C 0.2474 -9.4611 3.9873
94 O -0.5428 -10.3611 4.1247
95 O 0.2295 -8.5392 3.0217
96 C -0.8470 -8.6806 2.0940
97 H 2.3230 -9.8260 6.4314
98 H 0.5743 -10.0844 6.5209
99 H 1.5984 -11.1406 5.4937
100 H -1.8077 -8.5811 2.6008
101 H -0.7837 -9.6371 1.5735
102 H -0.7606 -7.8811 1.3588

Mulliken atomic charge list, values in e, 99 entries: C -0.075; C -0.353; C -0.579; I -0.222; Ga -1.158; N -0.201; C -0.572; C 0.313; C -0.930; C -0.411; C -0.670; C -0.482; C 1.171; C -1.132; C 0.942; C 0.131; C -0.435; C -0.585; C -0.389; C -0.541; H -0.128; H -0.214; H 0.289; H 0.218; H 0.374; H 0.628; H 0.087; H 0.186; H 0.520; H 0.339; H 0.272; H 0.331; H 0.350; H 0.312; H -0.108; H 0.262; H 0.455; H -0.082; H 0.281; H 0.315; H 0.315; H 0.260; C -0.261; O -0.332; C 0.777; O -0.540; O -0.329; C -0.628; H 0.055; H 0.148; H 0.272; H 0.288; H 0.284; H 0.212; C -0.545; O -0.374; C 0.793; O -0.569; O -0.373; C -0.311; H 0.260; H 0.294; H 0.214; H 0.317; H 0.010; H 0.266; C -0.704; O -0.301; C 0.761; O -0.531; O -0.330; C -0.623; H 0.130; H 0.419; H 0.359; H 0.293; H 0.288; H 0.217; C -0.616; O -0.332; C 0.812; O -0.521; O -0.314; C -0.606; H 0.213; H 0.288; H 0.292; H 0.277; H 0.294; H 0.212; C -0.639; O -0.296; C 0.731; O -0.556; O -0.181; C -0.543; H 0.217; H 0.288; H 0.287


[4]
The following is a quantum chemistry calculation of the molecule C22H33N3O3, from the OMol25 dataset.

Calculated values
Charge = 0
Structure (SMILES) = CCOc1ccc(NC(=O)CN2CCC(NC(=O)C3CCCCC3)CC2)cc1
Calculated total energy = -33964.0130 eV
HOMO energy = -7.6 eV
Kohn-Sham gap = 8.12 eV
2S+1 = 1
LUMO energy = 0.020 Eh

Positions of all 61 atoms, in Å:
1 C -6.4572 -3.3613 1.3857
2 C -6.2291 -3.3956 -0.1234
3 O -4.8714 -3.2344 -0.4736
4 C -4.2956 -1.9978 -0.4062
5 C -4.9556 -0.8048 -0.1358
6 C -4.2618 0.3933 -0.1175
7 C -2.8963 0.4205 -0.3660
8 N -2.1459 1.5979 -0.3574
9 C -2.4952 2.8525 -0.0004
10 O -3.5966 3.2291 0.3408
11 C -1.2975 3.8129 -0.1031
12 N -0.0577 3.0792 0.0057
13 C 0.2870 2.7205 1.3670
14 C 1.2782 1.5626 1.3371
15 C 2.5247 1.9393 0.5292
16 N 3.4021 0.7871 0.3771
17 C 3.0420 -0.3657 -0.2291
18 O 1.9446 -0.5492 -0.7188
19 C 4.1234 -1.4389 -0.2522
20 C 4.4993 -1.8911 1.1623
21 C 5.5210 -3.0232 1.0961
22 C 6.7640 -2.5788 0.3307
23 C 6.3901 -2.1185 -1.0753
24 C 5.3713 -0.9833 -1.0141
25 C 2.1172 2.4922 -0.8409
26 C 1.0919 3.6134 -0.6882
27 C -2.2305 -0.7752 -0.6386
28 C -2.9222 -1.9649 -0.6581
29 H -5.8582 -4.1314 1.8654
30 H -6.1706 -2.3974 1.7988
31 H -7.5065 -3.5421 1.6029
32 H -6.8532 -2.6477 -0.6286
33 H -6.4938 -4.3824 -0.5149
34 H -6.0162 -0.7825 0.0592
35 H -4.7800 1.3135 0.0955
36 H -1.1556 1.4966 -0.5705
37 H -1.4178 4.6020 0.6544
38 H -1.3538 4.2875 -1.0869
39 H -0.6200 2.4137 1.8920
40 H 0.7236 3.5789 1.9098
41 H 1.5637 1.2839 2.3529
42 H 0.8100 0.7023 0.8600
43 H 3.0899 2.7054 1.0729
44 H 4.3300 0.8542 0.7583
45 H 3.6867 -2.2915 -0.7826
46 H 4.9268 -1.0570 1.7250
47 H 3.6035 -2.2256 1.6895
48 H 5.7958 -3.3314 2.1070
49 H 5.0747 -3.8837 0.5935
50 H 7.2460 -1.7568 0.8661
51 H 7.4783 -3.4023 0.2735
52 H 7.2829 -1.7847 -1.6081
53 H 5.9637 -2.9573 -1.6293
54 H 5.8270 -0.1230 -0.5167
55 H 5.0922 -0.6760 -2.0241
56 H 2.9988 2.8553 -1.3720
57 H 1.6720 1.6805 -1.4156
58 H 0.7827 3.9604 -1.6766
59 H 1.5434 4.4665 -0.1491
60 H -1.1672 -0.7676 -0.8324
61 H -2.4180 -2.8944 -0.8694

Population analysis type Mulliken, resulting atomic charges in e: C -1.040; C -0.424; O -0.467; C 0.751; C -0.265; C -0.833; C 0.321; N 0.009; C 0.678; O -0.688; C -0.864; N 0.381; C -1.040; C -0.606; C -0.376; N 0.057; C 0.017; O -0.655; C 0.077; C -0.736; C -0.744; C -0.606; C -0.733; C -0.691; C -0.614; C -1.143; C -0.423; C -0.853; H 0.300; H 0.343; H 0.350; H 0.332; H 0.311; H 0.343; H 0.516; H -0.185; H 0.313; H 0.379; H 0.481; H 0.420; H 0.336; H 0.234; H 0.478; H 0.379; H 0.403; H 0.268; H 0.347; H 0.365; H 0.354; H 0.324; H 0.315; H 0.367; H 0.354; H 0.249; H 0.339; H 0.372; H 0.268; H 0.452; H 0.379; H 0.610; H 0.417